(1)
{
  "formula": "C6H8Cl2",
  "method": "ωB97M-V with the def2-TZVPD basis set",
  "homo_lumo_gap_ev": 10.5,
  "smiles": "C[C@@]12C[C@]1(C)C2(Cl)Cl",
  "homo_ha": -0.3600,
  "symbols": ["H", "C", "C", "Cl", "H", "H", "Cl", "H", "H", "H", "C", "C", "H", "H", "C", "C"],
  "coordinates": [[0.86500, -2.41262, 0.18640], [0.30962, -1.51571, 0.10096], [-0.08559, 0.51380, -1.79965], [3.20602, -1.23367, -0.01557], [1.04515, 0.77752, 2.65089], [-0.65474, -0.05321, -2.53324], [2.67173, 1.54777, -0.02039], [-0.65209, 0.40822, 2.43674], [-0.73838, -1.63230, -0.03620], [0.69345, 0.99148, -2.46244], [0.70958, -0.16718, 0.70607], [1.95682, -0.03035, -0.01491], [-0.01612, 1.67439, 1.44294], [-0.67359, 1.45177, -1.33744], [0.72569, -0.30849, -0.75637], [0.19452, 0.72136, 1.85278]],
  "forces_ev_per_a": [[0.77, -0.51, -0.01], [-0.41, 2.66, -0.57], [1.53, 2.08, 0.28], [1.14, -0.84, 0.18], [-1.33, 0.21, -1.57], [-0.39, -0.23, 0.59], [-0.01, 0.76, -0.20], [-0.53, -0.66, -0.34], [-0.89, -0.33, 0.40], [-0.68, -0.21, 0.67], [-1.02, -1.60, 2.39], [0.48, 0.23, -0.47], [-0.05, 1.23, -0.08], [1.08, -2.45, -0.89], [-2.08, 0.65, -0.99], [2.40, -0.99, 0.61]],
  "mulliken_charge": [0.22, -0.91, -1.22, -0.23, 0.27, 0.37, -0.21, 0.38, 0.29, 0.35, 0.14, 1.14, 0.30, 0.23, 0.16, -1.27]
}

=====

(2)
{
  "formula": "C2H12NO3",
  "method": "ωB97M-V with the def2-TZVPD basis set",
  "homo_lumo_gap_ev": 11.6,
  "homo_ha": -0.5321,
  "total_charge": 1,
  "symbols": ["H", "H", "C", "C", "H", "H", "H", "H", "H", "O", "H", "H", "H", "H", "N", "O", "H", "O"],
  "coordinates": [[1.20935, -2.21689, -1.08105], [1.27896, -0.22051, 1.31043], [1.54860, -1.54206, -1.85729], [0.89763, -0.45577, -2.21187], [-0.64095, -0.62041, 4.38096], [-1.59831, -1.34266, 3.44906], [-0.01272, -0.39968, 1.97565], [-1.02303, -0.28745, -1.80041], [-0.82350, 1.99454, 0.52898], [-1.21993, 2.16490, -0.34060], [1.20758, 0.15749, -3.04326], [-0.43472, 1.23662, -1.30989], [-0.95263, 3.06916, -0.55797], [2.35712, -1.92538, -2.49132], [-0.16705, 0.17409, -1.44703], [0.34737, -0.03927, 1.12417], [-0.16062, -0.03656, -0.39332], [-0.85526, -0.70669, 3.44040]],
  "forces_ev_per_a": [[0.13, 0.27, 0.34], [0.24, 0.28, -0.62], [-0.24, -0.87, -0.51], [1.26, 1.46, 0.07], [0.17, 0.15, -0.26], [0.49, 0.43, -0.19], [-0.67, 0.36, -0.33], [0.05, 0.62, 0.29], [-0.11, 0.00, 0.02], [0.28, 0.67, 0.16], [0.04, -0.08, -0.19], [0.74, -1.21, -0.81], [-0.29, 0.09, 0.10], [-0.38, 0.34, 0.26], [-2.08, -0.89, 0.83], [0.44, -0.48, 1.36], [0.64, -0.49, -0.98], [-0.70, -0.67, 0.48]],
  "mulliken_charge": [0.28, 0.32, -0.68, -0.09, 0.32, 0.31, 0.39, 0.42, 0.36, -0.70, 0.34, 0.42, 0.37, 0.27, -0.29, -0.71, 0.31, -0.66]
}

=====

> Number 2 is which compound?

C2H12NO3